Formula: C14H24BrMoO4PSbSe4Te
Source: the Open Molecules 2025 dataset
Level of theory: ωB97M-V with the def2-TZVPD basis set

Each line ends with the Löwdin charge.
Geometry (Å):
1 Mo -0.05822 -0.29476 0.50355  0.943
2 C -1.29723 1.82360 -2.65934  -0.037
3 C -1.52971 2.02304 -1.17656  -0.452
4 C -1.01590 3.34846 -0.65269  -0.040
5 O -0.88910 0.94448 -0.49045  -0.431
6 H -1.82898 2.59489 -3.21867  0.085
7 H -1.65974 0.84690 -2.97706  0.088
8 H -0.23225 1.89489 -2.88692  0.086
9 H -2.58841 1.91458 -0.92683  0.143
10 H 0.03661 3.47734 -0.90848  0.072
11 H -1.13854 3.40066 0.42867  0.070
12 H -1.58188 4.16100 -1.11070  0.087
13 C 0.83552 3.46767 3.59863  -0.071
14 C -0.16497 2.35666 3.82321  -0.300
15 O -0.77286 2.04613 2.56821  -0.291
16 P -1.59410 0.67219 2.24072  0.367
17 O -2.95445 1.02928 1.77850  -0.341
18 Te -1.61043 -2.31432 1.13658  0.513
19 O -1.59243 -0.10660 3.65491  -0.349
20 C -2.73140 0.03367 4.52848  -0.282
21 C -3.73179 -1.06910 4.26995  -0.084
22 H 1.29356 3.75973 4.54500  0.077
23 H 0.34792 4.34045 3.16359  0.078
24 H 1.62434 3.13969 2.92045  0.066
25 H -0.94302 2.67041 4.52548  0.118
26 H 0.32118 1.47156 4.23474  0.101
27 H -3.19104 1.01271 4.38037  0.110
28 H -2.32870 -0.01781 5.54090  0.117
29 H -4.12514 -0.98220 3.25714  0.068
30 H -4.56475 -0.99257 4.97149  0.077
31 H -3.26567 -2.04757 4.39244  0.078
32 C 1.25532 -0.15527 2.19392  -0.258
33 H 0.75502 -0.40015 3.12916  -0.009
34 H 1.75347 0.81054 2.26884  0.012
35 H 2.02959 -0.90151 1.99503  0.023
36 Br 5.78427 1.94280 -2.35365  0.695
37 C 4.21244 1.21397 -1.57024  -0.702
38 C 3.96990 -0.14322 -1.65488  -0.132
39 C 2.81610 -0.66626 -1.07925  -0.151
40 C 1.88535 0.13804 -0.42609  -0.309
41 C 2.18607 1.50307 -0.34884  -0.146
42 C 3.32894 2.05214 -0.91237  -0.138
43 H 4.67023 -0.79380 -2.16120  0.100
44 H 2.67479 -1.73823 -1.14824  0.042
45 H 1.51509 2.17865 0.17600  0.078
46 H 3.53065 3.11253 -0.83695  0.096
47 Se 0.98734 -6.71635 -1.49612  -0.208
48 Sb -1.17099 -6.05684 -0.75202  -0.260
49 Se 0.17329 -2.48352 -0.58002  0.039
50 Se -1.71160 -6.20121 1.56470  -0.235
51 Se -2.79372 -5.21063 -2.26601  -0.204

Values from the calculation:
total charge	-1
2S+1	1
gap between HOMO and LUMO	5.72	eV
E	-379505.00329	eV
largest force on an atom	0.40	eV Å⁻¹
relative energy (zero: lowest compared OMol25 entry of this formula, charge and spin)	6.4	kcal/mol
HOMO energy	-4.85	eV
lowest unoccupied orbital energy	0.877	eV